1.
DFT (wB97M-V/def2-TZVPD) results for the ion C2H7NO with charge +1 in a non-equilibrium geometry.

Structure (XYZ):
```
11
Properties=species:S:1:pos:R:3:forces:R:3:mulliken_charge:R:1
O -1.564 0.529 0.737 2.1 0.3 -1.5 -0.429
H -1.339 1.452 0.411 -0.4 -1.5 0.5 0.349
C 0.581 -0.260 -1.296 -2.9 -1.2 0.1 -0.761
C -0.340 -0.173 1.087 -3.4 0.7 3.5 -0.332
N 0.732 -0.407 0.195 -1.7 1.3 -3.6 0.083
H 0.665 -1.168 -1.940 0.8 0.2 1.0 0.336
H -0.480 -0.044 -1.484 -0.1 -0.2 0.4 0.339
H 1.036 0.587 -1.752 1.4 0.5 0.3 0.361
H 0.011 0.418 1.978 0.6 -0.6 -0.7 0.366
H -0.809 -1.074 1.626 1.2 0.4 -1.1 0.322
H 1.506 0.139 0.437 2.3 0.1 1.1 0.366
```
Positions in Å, forces in eV/Å.

The charge is +1. The calculation puts the relative energy (zero: lowest compared OMol25 entry of this formula, charge and spin) at 196.35 kJ/mol. The spin multiplicity is 2. As for the expectation value of S²: 0.76. For the orbital gap (spin up / spin down), the calculation gives 12.904 / 7.358 eV.



2.
DFT (wB97M-V/def2-TZVPD) results for a cluster of 2 separate species, CH6N2S in total in a non-equilibrium geometry.

Structure (XYZ):
```
10
Properties=species:S:1:pos:R:3:forces:R:3:mulliken_charge:R:1
C -0.466 0.545 -0.980 1.0 0.0 1.5 -0.510
N -1.047 -0.407 -0.073 0.9 0.9 0.9 -0.492
N 2.609 -0.340 -0.263 0.4 -0.3 0.8 -0.215
S 3.749 0.347 0.379 0.7 0.2 0.7 0.083
H -0.270 0.212 -1.959 0.0 -0.5 -1.5 0.251
H -1.104 1.413 -0.995 -0.1 0.4 -0.1 0.321
H 0.515 0.802 -0.562 -0.2 0.4 -0.2 0.089
H -1.996 -0.471 -0.154 -3.0 0.2 -0.3 0.178
H -0.757 -1.340 -0.067 1.3 -1.3 -0.3 0.180
H 4.259 -0.110 1.804 -1.0 0.0 -1.5 0.116
```
Positions in Å, forces in eV/Å.

The charge is 0. The calculation puts the relative energy (zero: lowest compared OMol25 entry of this formula, charge and spin) at 341.86 kJ/mol. For the orbital gap, the calculation gives 7.670 eV.



3.
DFT (wB97M-V/def2-TZVPD) results for a structure of composition C38H24Cl5F5P2Ru.

Structure (XYZ):
```
75
Properties=species:S:1:pos:R:3:forces:R:3:mulliken_charge:R:1
Ru -0.117 -0.444 0.774 0.1 0.2 0.0 -0.803
C 1.841 -1.892 3.020 -0.1 0.0 -0.2 -1.153
C 2.773 -1.988 1.809 0.0 0.0 0.0 -1.477
P 2.121 -1.171 0.285 -0.2 -0.5 0.5 1.820
C 3.177 0.217 -0.150 0.0 -0.1 -0.2 1.278
C 2.683 1.177 -1.032 -0.1 0.0 0.0 -0.415
C 3.531 2.128 -1.571 0.0 0.1 0.0 -0.966
C 4.875 2.131 -1.224 0.0 0.0 0.0 -0.783
C 5.373 1.177 -0.347 0.0 0.0 0.0 -0.819
C 4.531 0.210 0.183 -0.1 0.1 0.0 -1.086
C 2.404 -2.319 -1.100 0.0 0.2 0.0 0.991
C 2.640 -3.682 -0.924 -0.1 -0.1 0.1 -0.392
C 2.909 -4.491 -2.018 0.0 0.0 0.0 -0.955
C 2.924 -3.957 -3.297 0.0 0.0 0.0 -0.586
C 2.684 -2.602 -3.482 0.0 0.0 0.0 -0.774
C 2.438 -1.786 -2.392 0.0 0.0 0.0 -0.830
P 0.698 -0.471 2.888 -0.1 0.1 0.2 1.271
C -1.033 -0.986 2.859 0.3 -0.1 0.0 0.775
C -1.982 -0.025 3.334 0.0 0.1 -0.1 -1.033
C -3.299 -0.364 3.433 0.0 0.1 0.0 -0.738
C -3.736 -1.634 3.004 0.0 -0.1 0.0 -0.652
C -2.842 -2.573 2.533 -0.1 0.0 0.0 -0.824
C -1.483 -2.272 2.507 0.1 0.0 0.0 -0.188
C 0.889 0.472 4.435 -0.2 -0.3 0.0 1.168
C 1.400 1.740 4.664 0.0 0.2 -0.1 -0.222
C 1.515 2.213 5.966 0.0 0.0 0.0 -0.914
C 1.139 1.426 7.041 0.0 0.0 0.0 -0.577
C 0.637 0.148 6.819 0.0 0.0 0.0 -0.846
C 0.507 -0.327 5.528 0.0 0.0 0.0 -0.619
H 2.390 -1.785 3.955 0.0 0.0 0.0 0.727
H 1.223 -2.789 3.103 0.0 0.0 0.0 0.577
H 3.738 -1.544 2.047 0.0 0.0 -0.1 0.562
H 2.954 -3.034 1.572 0.1 0.1 0.0 0.409
H 1.626 1.200 -1.285 0.1 0.0 0.0 0.441
H 3.142 2.872 -2.252 0.0 0.0 0.0 0.493
H 5.537 2.881 -1.636 0.0 0.0 0.0 0.448
H 6.422 1.173 -0.087 0.0 0.0 0.0 0.453
H 4.955 -0.543 0.832 0.0 0.0 0.0 0.404
H 2.611 -4.148 0.052 0.0 0.0 0.0 0.238
H 3.107 -5.543 -1.864 0.0 0.0 0.0 0.470
H 3.132 -4.593 -4.147 0.0 0.0 0.0 0.453
H 2.703 -2.176 -4.476 0.0 0.0 0.0 0.481
H 2.288 -0.729 -2.561 0.0 0.0 0.0 0.323
H -1.639 0.952 3.649 0.0 0.0 0.0 0.476
H -4.015 0.342 3.831 0.0 0.0 0.0 0.520
H -4.787 -1.880 3.072 0.0 0.0 0.0 0.480
H -3.177 -3.556 2.233 0.0 0.0 0.0 0.588
H -0.774 -3.045 2.272 0.0 0.0 0.0 0.369
H 1.712 2.377 3.854 -0.1 -0.1 0.2 0.375
H 1.908 3.206 6.130 0.0 0.0 0.0 0.463
H 1.234 1.803 8.050 0.0 0.0 0.0 0.434
H 0.340 -0.476 7.650 0.0 0.0 0.0 0.448
H 0.100 -1.322 5.385 0.0 0.0 0.0 0.367
Cl -2.525 0.321 0.213 0.1 0.2 0.0 -0.109
C -1.625 1.820 0.476 -0.1 -0.3 0.0 1.534
C -0.322 1.598 0.907 -0.2 0.1 0.2 -2.106
C 0.436 2.745 1.160 0.0 0.0 -0.1 1.571
Cl 2.066 2.611 1.681 0.2 0.1 -0.3 -0.134
C -0.098 4.019 0.950 0.0 0.0 0.0 -0.085
Cl 0.850 5.413 1.234 0.0 0.0 0.0 -0.142
C -1.420 4.174 0.506 0.0 -0.1 0.0 0.667
Cl -2.074 5.722 0.261 0.0 0.0 0.0 -0.129
C -2.214 3.046 0.258 0.1 0.1 0.0 -0.190
Cl -3.826 3.168 -0.279 0.0 0.0 0.0 -0.161
F -0.092 -4.148 0.876 0.0 -0.1 -0.1 -0.528
C -0.496 -3.555 -0.275 0.1 0.0 0.0 0.809
C -0.500 -2.181 -0.393 0.0 0.0 0.0 -0.137
C -0.719 -1.703 -1.667 0.1 -0.1 0.0 1.054
F -0.514 -0.353 -1.830 0.0 0.0 0.1 -0.473
C -0.983 -2.482 -2.772 0.0 0.1 -0.1 -0.098
F -1.139 -1.948 -3.976 0.0 -0.1 0.2 -0.323
C -1.024 -3.860 -2.594 0.0 0.0 -0.1 0.828
F -1.248 -4.656 -3.626 0.0 0.1 0.1 -0.303
C -0.765 -4.398 -1.341 0.0 -0.1 -0.1 0.128
F -0.711 -5.715 -1.186 0.0 0.1 0.0 -0.322
```
Positions in Å, forces in eV/Å.

The charge is +2. For the orbital gap (spin up / spin down), the calculation gives 5.632 / 5.669 eV.



4.
DFT (wB97M-V/def2-TZVPD) results for a structure of composition AlH4O2 in a non-equilibrium geometry.

Structure (XYZ):
```
7
Properties=species:S:1:pos:R:3:forces:R:3:mulliken_charge:R:1
Al -0.690 0.860 2.086 0.4 -0.5 -2.2 2.070
O -0.705 1.234 -0.846 0.2 -0.4 1.7 -0.468
H -1.027 0.592 -1.478 -1.1 -1.2 -0.3 0.402
H -0.247 1.885 -1.377 0.8 1.6 0.0 0.410
O 0.868 -1.188 0.737 0.2 2.4 1.5 -0.309
H 0.968 -2.073 1.089 0.0 -1.8 1.0 0.456
H 0.833 -1.310 -0.212 -0.4 0.0 -1.9 0.439
```
Positions in Å, forces in eV/Å.

The charge is +3. The calculation puts the relative energy (zero: lowest compared OMol25 entry of this formula, charge and spin) at 356.03 kJ/mol. For the orbital gap, the calculation gives 3.707 eV.



Question: charge of number 1 (C2H7NO)?
Answer: +1